[1]
9 unconnected molecules or ions with the total composition C37H74N10O8Si. Source: OMol25; level of theory: the ωB97M-V functional and the def2-TZVPD basis.

Each line ends with the Löwdin charge.
Cartesian coordinates (Å):
1 C -4.764609 -3.739270 0.509403  -0.21
2 Si -3.442873 -4.994694 1.240811  0.50
3 C -3.513817 -6.546803 0.092849  -0.21
4 C -4.058814 -5.366235 3.053810  -0.21
5 N -1.864690 -4.113900 1.181451  -0.12
6 C -1.316842 -3.809281 -0.220342  0.04
7 C 0.075602 -2.978107 -0.517320  0.07
8 C 0.966204 -2.419481 0.783344  -0.09
9 C 2.319774 -1.553326 0.458810  -0.07
10 C 2.184784 -0.203047 -0.498904  0.08
11 C 3.558117 0.658014 -0.862421  0.06
12 N 4.942710 0.288092 -0.377738  0.03
13 C 5.126000 -0.931899 0.535979  0.07
14 C 3.842905 -1.898832 0.998255  0.07
15 C 0.380269 -2.804371 2.265878  0.07
16 C -1.052783 -3.659466 2.376103  0.07
17 H -4.443951 -3.573374 -0.604710  0.05
18 H -5.862934 -4.144642 0.612593  0.07
19 H -4.578911 -2.730385 1.115230  0.07
20 H -2.750638 -6.518713 -0.796374  0.04
21 H -3.436554 -7.546247 0.719435  0.06
22 H -4.608201 -6.558744 -0.378422  0.08
23 H -3.559396 -6.316783 3.528999  0.06
24 H -5.230025 -5.595425 3.035492  0.08
25 H -3.884990 -4.391531 3.678594  0.03
26 H -1.943320 -4.188116 -1.157762  0.14
27 H 0.431531 -2.750694 -1.633095  0.12
28 H 1.186251 0.195190 -0.961821  0.13
29 H 3.444620 1.602318 -1.544429  0.15
30 H 5.753007 0.872123 -0.683573  0.15
31 H 6.243150 -1.133731 0.882533  0.15
32 H 4.039846 -2.812080 1.704689  0.12
33 H 0.983099 -2.431089 3.215735  0.13
34 H -1.451372 -3.905098 3.470690  0.13
35 C 4.641974 5.050064 2.402455  0.01
36 C 4.638240 3.775085 1.607452  -0.53
37 O 3.596067 3.211204 1.281618  -0.01
38 N 5.839790 3.241259 1.244991  -0.01
39 C 7.163025 3.745658 1.526896  -0.07
40 H 3.612107 5.351083 2.615611  0.10
41 H 5.160857 4.897298 3.352806  0.07
42 H 5.123218 5.847360 1.829310  0.07
43 H 5.754913 2.383428 0.712157  0.08
44 H 7.668433 3.921186 0.574076  0.09
45 H 7.705662 2.978928 2.085055  0.08
46 H 7.142233 4.670238 2.103900  0.07
47 C -7.056614 -1.215135 -2.396974  0.00
48 C -6.667283 -0.616254 -1.075091  -0.55
49 O -6.974925 -1.137499 -0.005552  0.00
50 N -5.949637 0.543490 -1.082400  0.00
51 C -5.494250 1.305176 -2.221389  -0.08
52 H -7.623796 -2.135273 -2.228679  0.05
53 H -7.688310 -0.516858 -2.952956  0.10
54 H -6.161433 -1.461982 -2.974460  0.09
55 H -5.725686 0.884206 -0.154635  0.14
56 H -4.404738 1.371933 -2.170209  0.08
57 H -5.919115 2.309217 -2.148833  0.09
58 H -5.787338 0.853109 -3.168990  0.08
59 C 1.844898 -1.273376 -4.618087  -0.01
60 C 0.554314 -0.634051 -5.046190  -0.56
61 O -0.516007 -1.237045 -5.013571  0.01
62 N 0.591665 0.657682 -5.482198  0.01
63 C 1.736866 1.529841 -5.594860  -0.07
64 H 1.654715 -2.301709 -4.297098  0.08
65 H 2.546969 -1.297415 -5.456098  0.09
66 H 2.274506 -0.722792 -3.776619  0.06
67 H -0.316196 1.017709 -5.752677  0.15
68 H 1.554543 2.409876 -4.973242  0.08
69 H 1.824718 1.839893 -6.638901  0.08
70 H 2.661427 1.046264 -5.279340  0.08
71 C -11.036698 -4.839108 -2.830906  -0.01
72 C -9.769054 -4.248485 -2.281490  -0.54
73 O -8.761066 -4.108606 -2.970438  0.01
74 N -9.755586 -3.861098 -0.973889  0.00
75 C -10.825368 -3.940753 -0.007420  -0.08
76 H -10.892824 -5.098676 -3.883806  0.09
77 H -11.293913 -5.749669 -2.282762  0.09
78 H -11.849483 -4.110752 -2.762725  0.09
79 H -8.867283 -3.473339 -0.678000  0.12
80 H -11.032656 -2.929869 0.352108  0.09
81 H -10.481605 -4.555331 0.828039  0.08
82 H -11.734509 -4.371704 -0.426890  0.08
83 C 4.015704 6.467718 7.651699  -0.01
84 C 4.534778 5.720872 6.455706  -0.54
85 O 5.167660 6.277888 5.561589  0.02
86 N 4.285594 4.382286 6.377182  0.00
87 C 3.567806 3.550654 7.314203  -0.08
88 H 4.292742 7.523002 7.572332  0.09
89 H 2.925097 6.399038 7.691738  0.09
90 H 4.456951 6.062696 8.566594  0.09
91 H 4.666745 3.950040 5.543589  0.13
92 H 4.244326 2.763058 7.654975  0.08
93 H 2.725099 3.096719 6.787271  0.08
94 H 3.200581 4.112245 8.173257  0.08
95 C 5.907903 8.525320 0.793333  -0.01
96 C 7.224748 7.807923 0.887544  -0.53
97 O 7.447977 6.962421 1.750997  0.01
98 N 8.191358 8.118482 -0.023107  0.00
99 C 8.126618 9.073391 -1.104218  -0.08
100 H 5.241217 8.171378 1.585121  0.08
101 H 6.057256 9.600819 0.922715  0.09
102 H 5.437422 8.319269 -0.172049  0.09
103 H 9.048922 7.594007 0.105340  0.14
104 H 8.305755 8.538029 -2.039851  0.08
105 H 8.920463 9.808997 -0.954004  0.09
106 H 7.163584 9.581619 -1.154024  0.08
107 C -3.682615 -3.972225 7.963190  0.00
108 C -2.857548 -4.594200 6.872307  -0.53
109 O -2.790371 -4.107813 5.745732  -0.03
110 N -2.168046 -5.735116 7.160347  0.00
111 C -2.116383 -6.456362 8.410138  -0.07
112 H -4.172269 -3.071048 7.582674  0.09
113 H -4.455376 -4.671874 8.293456  0.09
114 H -3.041354 -3.688686 8.802334  0.09
115 H -1.636511 -6.093323 6.375395  0.14
116 H -1.073681 -6.497162 8.734517  0.09
117 H -2.476112 -7.472200 8.229757  0.09
118 H -2.721332 -5.988104 9.186657  0.08
119 C 1.562913 -0.222345 -9.523854  -0.01
120 C 3.038810 0.041374 -9.424865  -0.56
121 O 3.732083 -0.448840 -8.536431  0.00
122 N 3.609756 0.853583 -10.359964  0.00
123 C 2.974298 1.520193 -11.472017  -0.08
124 H 1.254658 -0.885798 -8.710540  0.08
125 H 1.008011 0.715568 -9.433587  0.08
126 H 1.332807 -0.711362 -10.474479  0.09
127 H 4.605963 0.982992 -10.226492  0.14
128 H 3.457101 1.179880 -12.391364  0.09
129 H 3.134982 2.595027 -11.358944  0.09
130 H 1.904996 1.315193 -11.524769  0.08

Forces on the atoms, in the same order (eV/Å):
1.25 0.73 0.18
-4.44 -1.10 0.18
-0.34 -0.94 -0.52
-0.09 -0.19 0.41
6.42 3.22 -0.68
2.70 1.75 1.33
-1.52 -0.63 3.81
-3.12 -2.17 0.08
2.43 2.56 -1.08
4.41 -1.14 1.37
-0.73 -2.64 1.76
-4.88 -3.24 1.43
-3.21 0.20 -0.71
-0.29 3.46 -2.47
-1.46 -0.71 -3.75
1.81 1.20 -2.20
-1.03 -0.08 1.91
2.30 0.95 -0.26
-0.90 -1.97 -1.46
-1.43 -0.34 1.70
0.16 2.01 -1.42
2.35 0.18 0.98
-0.80 2.06 -0.69
2.57 0.64 -0.24
-0.38 -2.08 -0.75
1.37 0.85 2.43
-1.03 -0.68 2.71
2.12 -0.95 1.11
0.49 -1.97 1.57
-0.92 -0.85 0.37
-2.75 0.42 -0.82
-0.30 2.04 -1.61
-1.73 -1.04 -2.09
0.61 0.46 -2.55
-0.23 -0.06 -0.03
-0.18 -0.04 -0.10
0.01 -0.34 -0.25
-0.70 0.02 0.02
0.34 -0.31 -0.12
0.20 -0.23 -0.09
0.12 0.36 -0.14
0.20 -0.11 0.32
0.00 0.42 0.36
0.21 0.20 0.22
0.21 0.20 0.04
-0.07 -0.09 -0.20
-0.15 -0.17 0.07
-0.05 0.02 0.54
0.12 0.01 -0.27
-0.23 -0.60 0.21
0.10 0.27 0.34
0.17 0.22 -0.07
0.17 -0.09 -0.11
-0.15 0.10 -0.13
-0.11 -0.03 -0.24
-0.02 0.13 -0.31
0.13 0.02 -0.31
0.01 0.01 0.24
0.15 -0.25 0.06
-1.02 0.14 -0.28
0.55 0.11 0.23
-0.09 -0.72 0.35
-0.31 0.29 -0.20
-0.09 0.23 -0.15
0.10 0.07 0.17
0.19 0.03 -0.13
0.22 -0.09 0.02
0.27 0.10 -0.08
0.34 0.09 0.14
-0.19 -0.02 -0.13
-0.10 -0.10 -0.25
0.65 0.22 0.03
-0.28 -0.07 0.19
0.13 -0.24 -0.73
0.31 0.23 0.26
0.10 0.12 0.29
-0.16 0.15 -0.02
-0.03 -0.20 0.08
-0.22 0.02 0.02
-0.24 -0.16 0.13
-0.32 0.02 0.09
0.22 0.07 -0.01
-0.01 0.24 0.11
0.52 0.28 -0.78
-0.35 -0.33 0.41
0.11 0.48 -0.07
0.15 -0.31 -0.34
0.00 -0.32 -0.11
0.10 -0.05 0.18
-0.21 0.02 -0.01
-0.10 0.10 0.28
-0.24 -0.06 0.24
-0.12 -0.09 0.30
0.11 -0.03 -0.21
-0.25 0.01 0.12
0.68 -0.36 0.16
-0.21 0.12 -0.30
-0.56 -0.34 0.58
0.45 -0.10 -0.08
0.28 0.06 -0.12
-0.13 -0.09 -0.16
0.02 0.22 0.03
-0.18 0.18 -0.01
-0.09 0.29 -0.12
-0.18 0.14 -0.25
0.16 -0.14 0.09
-0.17 0.22 -0.03
0.38 -0.47 -0.13
0.19 0.14 -0.22
-0.44 0.88 -0.43
0.29 -0.36 -0.13
0.18 -0.26 -0.02
0.14 0.09 0.14
-0.18 -0.13 0.03
-0.14 0.04 0.25
-0.16 -0.11 0.26
0.02 0.02 0.32
0.09 -0.02 -0.22
-0.21 -0.14 0.12
0.84 0.04 0.14
-0.34 0.14 -0.05
-0.27 -0.49 0.68
0.43 0.15 -0.12
0.20 0.14 -0.16
-0.07 -0.11 -0.20
-0.13 0.19 0.07
-0.24 -0.05 -0.07
-0.26 0.17 -0.12
-0.21 0.00 -0.25
0.21 -0.02 0.08

Output
2S+1: 1
E_tot, eV: -78703.06280
Orbital gap, eV: 4.266
F_max, Eh/bohr: 0.1403
Charge: +2

---

[2]
A molecular structure, C2H6BNO2. Source: OMol25; level of theory: the ωB97M-V functional and the def2-TZVPD basis.

Each line ends with the Löwdin charge.
Cartesian coordinates (Å):
1 B 1.125466 0.214501 -0.007620  -0.57
2 C -1.712067 -0.229032 0.170893  -0.14
3 C 0.017284 0.043437 1.078819  0.06
4 N -1.932029 -0.581441 -0.965903  0.08
5 O 1.444682 -0.788148 -0.898924  0.17
6 O 1.798646 1.534842 -0.086236  0.06
7 H -2.336984 -0.065722 1.012328  0.07
8 H -0.293516 0.827909 1.671012  0.04
9 H -0.004472 -0.925928 1.389604  0.03
10 H -2.862574 -0.905558 -1.278612  0.08
11 H 2.202341 -0.740092 -1.400849  0.05
12 H 2.553224 1.615232 -0.684510  0.07

Forces on the atoms, in the same order (eV/Å):
1.44 2.64 -0.78
3.36 0.97 2.68
-2.12 0.21 -5.48
0.01 -1.14 -2.31
-2.86 -0.19 2.54
-1.05 -2.25 0.35
-1.14 -0.02 0.65
-0.14 1.34 1.61
-0.02 -2.47 1.75
0.40 0.68 0.63
2.46 0.48 -1.68
-0.36 -0.26 0.04

Output
2S+1: 1
E_tot, eV: -8432.89677
Orbital gap, eV: 9.332
F_max, Eh/bohr: 0.1143

---

[3]
A molecular structure, C5H6INO. Source: OMol25; level of theory: the ωB97M-V functional and the def2-TZVPD basis.

Each line ends with the Löwdin charge.
Cartesian coordinates (Å):
1 C -0.114779 0.014222 -0.796961  -0.28
2 C 0.391580 2.233249 -0.537860  -0.14
3 C -0.961628 -0.872092 -0.251188  -0.76
4 C 1.302890 2.020466 0.345704  -0.14
5 C -0.679676 -2.289409 0.217368  -0.18
6 N 2.241544 1.602514 1.067236  0.15
7 O -0.448025 1.302503 -1.131580  -0.14
8 I -2.933222 -0.241635 -0.192091  0.92
9 H 0.955536 -0.257565 -0.914707  0.15
10 H 0.008380 3.154092 -0.908658  0.12
11 H -1.606908 -2.638654 0.794953  0.05
12 H -0.561378 -3.029333 -0.618048  0.07
13 H 0.310478 -2.494540 0.870188  0.12
14 H 2.095210 1.496176 2.055640  0.06

Forces on the atoms, in the same order (eV/Å):
0.59 -1.30 0.75
-1.66 0.74 -1.43
0.82 0.47 -0.56
2.29 -1.71 2.51
0.61 -1.58 1.02
-0.94 0.96 -2.14
0.37 -1.34 0.29
-0.55 -0.02 0.21
-0.66 0.30 0.05
0.61 1.04 0.26
1.62 0.40 -0.59
-0.27 0.83 0.43
-2.30 1.04 -1.29
-0.52 0.18 0.49

Output
2S+1: 1
E_tot, eV: -16917.00640
Orbital gap, eV: 9.056
F_max, Eh/bohr: 0.0739